(1)
Computed, not measured: 11 unconnected molecules or ions with the total composition C38H67BN10O23 in a non-equilibrium geometry, with ωB97M-V with the def2-TZVPD basis set.

Each line ends with the Mulliken charge.
Atoms and positions in Å:
1 C 5.0626 -1.5521 4.2043  -1.159
2 C 6.4858 -1.2944 3.5309  -0.363
3 C 6.4369 0.1764 2.9197  -0.620
4 C 6.9226 0.1674 1.4083  -0.443
5 C 5.6385 0.3783 0.4881  -0.221
6 C 5.2853 1.9155 0.2853  -0.759
7 C 3.7988 2.2629 0.7187  -0.405
8 C 2.9870 2.9096 -0.4895  -0.950
9 C 2.2906 4.2504 0.0055  -0.599
10 C 0.7705 4.0135 0.3810  -0.702
11 C 0.4463 4.4685 1.8771  -0.389
12 C -1.0052 3.9368 2.2099  -0.081
13 C -1.0616 2.8420 3.3542  -1.249
14 C -1.8769 1.5803 2.9057  0.700
15 C -1.2135 0.2661 2.7994  -1.332
16 C -1.9415 -0.9023 2.3704  0.372
17 C -3.3703 -0.8539 2.0050  0.490
18 C -4.0271 0.4303 2.1101  -0.979
19 C -3.3013 1.6258 2.5697  0.727
20 B -4.1747 2.9813 2.6726  0.654
21 C -4.4707 3.5929 4.1256  -0.861
22 O -4.6130 3.5772 1.4785  -0.632
23 C -4.0871 -2.1452 1.5145  0.263
24 O -5.2886 -2.2624 1.5719  -0.578
25 C -3.1511 -3.2317 0.9286  0.329
26 C -3.6140 -4.2444 -0.0193  -0.658
27 C -2.7342 -5.2690 -0.5489  -0.444
28 C -1.3222 -5.2823 -0.1647  -0.489
29 C -0.8206 -4.2748 0.7454  -0.655
30 C -1.7337 -3.2832 1.2881  0.575
31 C -1.1518 -2.2321 2.2701  0.029
32 O -0.1303 -2.4466 2.8787  -0.586
33 H 4.3210 -1.5389 3.3635  0.246
34 H 4.8448 -0.6491 4.8374  0.279
35 H 5.0209 -2.5015 4.7874  0.375
36 H 6.6193 -2.0706 2.7376  0.230
37 H 7.3276 -1.4149 4.2563  0.340
38 H 7.0230 0.8913 3.5527  0.319
39 H 5.3809 0.5701 2.9133  0.265
40 H 7.6632 0.9724 1.1664  0.372
41 H 7.3848 -0.8172 1.1700  0.240
42 H 5.8752 -0.1056 -0.4995  -0.107
43 H 4.7945 -0.1681 0.9922  0.257
44 H 5.4432 2.1308 -0.8021  0.426
45 H 5.9815 2.5774 0.8632  0.283
46 H 3.2751 1.3047 0.9941  0.141
47 H 3.7953 2.8919 1.6431  0.380
48 H 2.1864 2.1933 -0.8261  0.321
49 H 3.6601 3.1657 -1.3454  0.417
50 H 2.3733 5.0082 -0.8146  0.395
51 H 2.8308 4.6395 0.8983  0.354
52 H 0.4603 2.9334 0.3265  0.456
53 H 0.1210 4.5718 -0.3500  0.195
54 H 0.3851 5.5893 1.8260  -0.087
55 H 1.2372 4.1533 2.5983  0.371
56 H -1.4860 3.4775 1.3028  0.491
57 H -1.6191 4.8130 2.5416  0.062
58 H -1.6076 3.2567 4.2396  0.264
59 H -0.0492 2.5072 3.7000  0.507
60 H -0.1302 0.2260 3.0432  0.371
61 H -5.1040 0.5255 1.8376  0.349
62 H -4.5588 4.7108 4.1160  0.202
63 H -3.6217 3.2902 4.7958  0.306
64 H -5.4188 3.1072 4.4932  0.294
65 H -4.8115 4.5239 1.6390  0.207
66 H -4.6719 -4.2408 -0.3542  0.508
67 H -3.0807 -6.0616 -1.2478  0.294
68 H -0.6264 -6.0521 -0.5721  0.343
69 H 0.2338 -4.2328 1.0856  0.416
70 C 10.2974 -0.9966 -0.8351  -0.704
71 N 10.0656 -0.5819 0.5740  0.943
72 O 10.5676 0.4641 0.9429  -0.547
73 O 9.3863 -1.3219 1.2560  -0.526
74 H 10.9145 -0.2472 -1.3221  0.297
75 H 10.8025 -1.9595 -0.8142  0.277
76 H 9.3247 -1.0717 -1.3190  0.260
77 C -7.3179 -4.7875 1.4735  -0.791
78 N -7.8242 -6.1669 1.2535  1.005
79 O -7.0264 -7.0807 1.3617  -0.557
80 O -9.0025 -6.2812 0.9784  -0.571
81 H -6.2590 -4.8361 1.7076  0.254
82 H -7.4840 -4.2279 0.5563  0.290
83 H -7.8760 -4.3596 2.3034  0.338
84 C -4.5265 8.2099 0.9790  -0.818
85 N -4.4286 7.0723 1.9310  0.801
86 O -3.4688 6.3265 1.8195  -0.456
87 O -5.3148 6.9640 2.7554  -0.493
88 H -3.6741 8.1779 0.3083  0.351
89 H -5.4564 8.0957 0.4267  0.256
90 H -4.5244 9.1279 1.5627  0.307
91 C -4.8601 6.5699 -3.4734  -0.750
92 N -5.2879 7.4303 -2.3384  0.877
93 O -6.3010 7.1146 -1.7447  -0.507
94 O -4.5896 8.3942 -2.0828  -0.507
95 H -5.5720 5.7571 -3.5824  0.315
96 H -4.8421 7.1908 -4.3663  0.291
97 H -3.8692 6.1873 -3.2390  0.293
98 C -11.9606 -6.7595 -0.2855  -0.582
99 N -13.1773 -6.6461 0.5627  0.887
100 O -14.0352 -7.4998 0.4318  -0.538
101 O -13.2266 -5.7038 1.3291  -0.532
102 H -12.0546 -7.6398 -0.9148  0.316
103 H -11.8972 -5.8580 -0.8905  0.269
104 H -11.1034 -6.8498 0.3784  0.217
105 C 4.4762 -2.6262 -3.3524  -0.598
106 N 5.8124 -2.0290 -3.0991  1.078
107 O 6.3474 -1.4367 -4.0210  -0.592
108 O 6.2780 -2.1728 -1.9857  -0.575
109 H 4.1893 -2.4204 -4.3814  0.137
110 H 4.5570 -3.6910 -3.1834  0.283
111 H 3.7743 -2.1685 -2.6569  0.289
112 C 2.4206 8.8339 0.2266  -0.797
113 N 2.4838 7.6886 1.1734  0.929
114 O 3.4183 6.9202 1.0592  -0.516
115 O 1.5911 7.6074 1.9951  -0.540
116 H 3.2736 8.7800 -0.4435  0.314
117 H 1.4880 8.7502 -0.3271  0.304
118 H 2.4486 9.7478 0.8156  0.290
119 C -6.4607 -7.6032 -2.5862  -0.723
120 N -7.1532 -6.4345 -1.9825  0.842
121 O -6.4536 -5.5305 -1.5531  -0.478
122 O -8.3653 -6.4671 -1.9616  -0.484
123 H -5.3886 -7.4377 -2.5357  0.220
124 H -6.7434 -8.4829 -2.0123  0.318
125 H -6.7915 -7.6823 -3.6193  0.299
126 C 5.3523 -0.3910 -7.5457  -0.805
127 N 4.8301 -1.4812 -6.6819  0.919
128 O 5.4516 -2.5240 -6.6575  -0.479
129 O 3.8103 -1.2481 -6.0576  -0.569
130 H 6.2568 -0.7379 -8.0364  0.318
131 H 4.5819 -0.1546 -8.2764  0.286
132 H 5.5629 0.4618 -6.9043  0.296
133 C 6.3130 -6.8801 -4.8892  -0.809
134 N 5.6254 -5.7043 -4.2930  0.927
135 O 6.3241 -4.8109 -3.8518  -0.499
136 O 4.4092 -5.7230 -4.2904  -0.523
137 H 7.3861 -6.7269 -4.8229  0.335
138 H 6.0118 -7.7579 -4.3220  0.288
139 H 5.9961 -6.9531 -5.9270  0.282

The SMILES is CCCCCCCCCCCCCc1cc2c(cc1B(C)O)C(=O)c1ccccc1C2=O.C[N+](=O)[O-].C[N+](=O)[O-].C[N+](=O)[O-].C[N+](=O)[O-].C[N+](=O)[O-].C[N+](=O)[O-].C[N+](=O)[O-].C[N+](=O)[O-].C[N+](=O)[O-].C[N+](=O)[O-]. The spin multiplicity is 1. The value obtained for the lowest unoccupied orbital energy is -0.672 eV. The HOMO-LUMO gap is 8.15 eV.

=====

(2)
Computed, not measured: C6H6N2 in the gas phase in a non-equilibrium geometry, with ωB97M-V with the def2-TZVPD basis set.

Each line ends with the natural charge from an NBO analysis.
Atoms and positions in Å:
1 C 2.9131 -0.4417 -0.1243  -0.185
2 C 1.6604 -0.6498 -0.1215  -0.032
3 C 0.2146 -0.5998 0.2243  -0.099
4 C -1.7752 0.0601 -0.2305  -0.194
5 C -0.5771 0.7274 0.5708  -0.324
6 C 0.1642 1.8315 -0.0545  0.273
7 H 3.9692 -0.3986 -0.2165  0.241
8 H -0.0095 -1.3246 1.0842  0.198
9 H -1.1257 -1.8783 -0.9336  0.367
10 H -2.3194 0.6771 -0.8704  0.205
11 H -2.4703 -0.5749 0.3436  0.188
12 H -0.7908 0.8266 1.6968  0.263
13 N -0.7171 -0.8837 -0.8337  -0.604
14 N 0.8634 2.6286 -0.5348  -0.297

The SMILES is C#C[C@@H]1NC[C@@H]1C#N. The spin multiplicity is 1. The value obtained for the lowest unoccupied orbital energy is 0.544 eV. The HOMO-LUMO gap is 10.17 eV.

=====

(3)
Computed, not measured: a molecular structure, C24H56AsF6N8O8Tl in a non-equilibrium geometry, with ωB97M-V with the def2-TZVPD basis set.

Each line ends with the Mulliken charge.
Atoms and positions in Å:
1 Tl 0.8027 -0.9713 3.8836  1.124
2 As -0.7590 0.4058 -0.1135  2.371
3 F 0.4972 1.6414 -0.0219  -0.501
4 F -1.4490 1.2667 -1.4788  -0.775
5 F -1.8869 -0.9478 -0.1332  -0.599
6 F 0.0216 -0.3596 1.2183  -0.268
7 F -1.7811 1.3312 0.9145  -0.426
8 F 0.2009 -0.5459 -1.2464  -0.657
9 C 5.5791 -0.2813 1.5909  -1.243
10 C 4.1646 0.2125 1.3074  0.687
11 O 3.4230 0.3289 2.2980  -0.567
12 N 3.7545 0.5148 0.0826  0.248
13 C 4.5596 0.4435 -1.1219  -1.057
14 H 6.1581 0.4660 2.1259  0.349
15 H 6.0856 -0.5274 0.6524  0.407
16 H 5.5984 -1.2178 2.1455  0.289
17 H 2.7958 0.8373 0.0241  0.043
18 H 5.4030 1.1361 -1.0851  0.395
19 H 3.9277 0.8614 -1.9051  0.262
20 H 4.8347 -0.5901 -1.3252  0.317
21 C 3.5473 -2.9659 0.0643  -0.735
22 C 3.2818 -3.2221 1.5305  0.182
23 O 2.4190 -2.5957 2.1445  -0.325
24 N 4.0511 -4.1349 2.2239  -0.094
25 C 5.1730 -4.7981 1.6086  -0.985
26 H 2.9885 -2.0548 -0.1512  -0.314
27 H 2.9361 -3.7106 -0.4527  0.607
28 H 4.5924 -2.8675 -0.2021  0.561
29 H 3.8479 -4.2845 3.1987  0.276
30 H 6.0856 -4.2329 1.8358  0.310
31 H 5.1012 -4.9469 0.5351  0.366
32 H 5.2752 -5.8098 2.0070  0.349
33 C -0.5320 3.8102 2.9606  -0.517
34 C 0.6810 2.8965 2.8014  0.283
35 O 0.6152 1.7004 3.0941  -0.448
36 N 1.8395 3.4039 2.3637  0.114
37 C 2.0542 4.7865 2.0240  -1.020
38 H -0.7269 4.5131 2.1595  0.375
39 H -0.5750 4.1390 3.9966  0.405
40 H -1.3502 3.0853 2.8815  -0.264
41 H 2.6354 2.7857 2.3056  0.174
42 H 1.2408 5.2619 1.4832  0.335
43 H 2.9325 4.7875 1.3720  0.356
44 H 2.3202 5.4502 2.8522  0.308
45 C -1.6964 -1.9458 -3.2002  -0.582
46 C -0.4084 -2.4172 -3.8458  0.714
47 O 0.2276 -3.3664 -3.4282  -0.586
48 N -0.0221 -1.6836 -4.9095  -0.197
49 C 1.3098 -1.8163 -5.5044  -0.892
50 H -1.7099 -0.8577 -3.1491  0.056
51 H -1.8955 -2.3704 -2.2248  -0.039
52 H -2.4816 -2.2315 -3.9071  0.609
53 H -0.4521 -0.7996 -5.1227  0.248
54 H 2.0773 -1.2142 -5.0139  0.270
55 H 1.3104 -1.5199 -6.5505  0.341
56 H 1.5509 -2.8727 -5.3984  0.350
57 C -4.4023 3.6471 0.8699  -0.943
58 C -5.0238 2.6197 -0.0860  0.803
59 O -6.2386 2.5076 -0.1254  -0.560
60 N -4.1642 1.9213 -0.8420  0.331
61 C -4.6316 0.9309 -1.7713  -1.065
62 H -3.3956 3.4191 1.2154  0.023
63 H -5.0856 3.5788 1.7224  0.421
64 H -4.5287 4.6716 0.5270  0.356
65 H -3.1662 2.0589 -0.8053  -0.068
66 H -4.6034 1.3566 -2.7856  0.367
67 H -5.6538 0.6085 -1.6014  0.450
68 H -3.9397 0.0904 -1.8560  0.269
69 C -0.0595 -4.0024 0.0114  -0.295
70 C -0.7804 -3.9176 1.3364  0.539
71 O -0.3696 -3.1731 2.2350  -0.465
72 N -1.9513 -4.5425 1.3884  -0.230
73 C -2.9982 -4.1966 2.3673  -0.755
74 H 0.9765 -4.2909 0.1898  0.047
75 H -0.0037 -2.9694 -0.3316  -0.189
76 H -0.4698 -4.6843 -0.7270  0.493
77 H -2.1861 -5.2445 0.7066  0.276
78 H -3.6267 -3.4013 1.9772  0.216
79 H -2.4066 -3.8416 3.2130  0.254
80 H -3.6144 -5.0099 2.7380  0.378
81 C 0.5682 1.6804 -4.7139  -0.232
82 C 0.7688 3.0789 -4.1293  0.555
83 O 0.8944 4.0530 -4.8401  -0.592
84 N 0.8655 3.0830 -2.7834  0.149
85 C 1.2439 4.2835 -2.0348  -0.988
86 H 1.4784 1.6200 -5.3218  0.308
87 H -0.3419 1.5734 -5.2971  0.380
88 H 0.6504 0.8519 -4.0074  -0.309
89 H 0.9338 2.2664 -2.2041  -0.151
90 H 0.4574 4.4983 -1.3062  0.249
91 H 1.2250 5.1201 -2.7291  0.445
92 H 2.1983 4.1240 -1.5350  0.294
93 C -3.6222 1.0349 3.9382  -1.329
94 C -3.0710 0.0674 2.9268  0.499
95 O -2.0054 -0.5617 3.0697  -0.348
96 N -3.7984 -0.2750 1.8582  0.580
97 C -5.1779 0.1169 1.5048  -0.985
98 H -4.4504 0.5746 4.4746  0.374
99 H -3.9297 1.9419 3.4196  0.272
100 H -2.8282 1.2255 4.6556  0.360
101 H -3.4409 -1.0337 1.2973  0.020
102 H -5.1129 1.1744 1.2533  0.053
103 H -5.9762 -0.1608 2.1872  0.429
104 H -5.3802 -0.3793 0.5560  0.327

The spin multiplicity is 1. The value obtained for the lowest unoccupied orbital energy is -11.766 eV. The HOMO-LUMO gap is 1.90 eV. Its net charge is +2.

=====

(4)
Computed, not measured: a gas-phase ion, C10H19N2O (charge +1) in a non-equilibrium geometry, with ωB97M-V with the def2-TZVPD basis set.

Each line ends with the natural charge from an NBO analysis.
Atoms and positions in Å:
1 C 2.0257 -0.2554 0.2080  0.259
2 C 1.8675 -1.6403 -0.2062  -0.536
3 C 0.5187 2.0177 1.5864  -0.418
4 C -0.9622 1.8000 1.4229  -0.260
5 C 1.3368 2.0062 0.3057  -0.216
6 C 0.3489 -2.0663 -0.3445  0.124
7 C -0.0506 0.2673 -0.7637  0.611
8 C -0.0807 -3.2829 -1.1902  -0.647
9 C -0.5326 1.2193 -1.8465  -0.695
10 C -2.5115 -0.1326 0.8750  -0.455
11 N -1.2107 0.4093 1.0769  -0.407
12 N 1.1914 0.6331 -0.1773  -0.285
13 O -0.2151 -0.9384 -1.1830  -0.514
14 H 2.7984 0.0274 0.7773  0.214
15 H 2.0871 -1.8492 -1.3059  0.285
16 H 2.2511 -2.2845 0.5595  0.258
17 H 0.8461 2.8433 2.1081  0.243
18 H 0.9848 1.3011 2.3538  0.217
19 H -1.5802 1.8281 2.3567  0.239
20 H -1.3045 2.4421 0.6693  0.181
21 H 0.8744 2.5763 -0.4016  0.226
22 H 2.3985 2.3065 0.6391  0.252
23 H -0.0199 -1.9245 0.7366  0.232
24 H -0.1043 -3.1432 -2.2540  0.248
25 H -0.8839 -3.7446 -0.7856  0.243
26 H 0.5869 -4.1142 -0.9533  0.233
27 H -0.0402 1.1741 -2.8109  0.255
28 H -0.6644 2.1943 -1.5264  0.221
29 H -1.4909 1.0107 -2.1732  0.260
30 H -2.9716 -0.6250 1.7196  0.234
31 H -3.2183 0.7472 0.5810  0.172
32 H -2.2749 -0.8029 -0.0536  0.228

The spin multiplicity is 1. The value obtained for the lowest unoccupied orbital energy (spin up / spin down) is -4.569 / -4.557 eV. The HOMO-LUMO gap (spin up / spin down) is 7.04 / 7.32 eV. Its net charge is +1.

=====

(5)
Computed, not measured: 2 unconnected molecules or ions with the total composition C8H11N2O2S in a non-equilibrium geometry, with ωB97M-V with the def2-TZVPD basis set.

Each line ends with the natural charge from an NBO analysis.
Atoms and positions in Å:
1 C -0.0036 -0.7364 1.6222  -0.066
2 C 1.0714 0.1045 1.7447  -0.052
3 C 0.0236 0.5478 -0.1050  0.214
4 C 3.4016 -0.0286 -0.7024  -0.356
5 C 2.6965 1.0414 -1.0327  -0.212
6 C -2.4225 -0.7824 -0.5262  0.187
7 C -2.8399 -2.2085 -0.4538  -0.784
8 C 1.9395 1.7929 0.0643  -0.258
9 N -0.6273 -0.4546 0.4538  -0.347
10 N 1.0506 0.8123 0.6186  -0.269
11 O -2.9012 1.8222 0.0239  -0.784
12 O -4.4985 0.5024 -1.2460  -0.743
13 S -3.4957 0.5095 -0.1889  1.720
14 H -0.2299 -1.5356 2.3890  0.261
15 H 1.9201 0.1371 2.3626  0.253
16 H -0.2158 0.7829 -1.1199  0.244
17 H 3.8571 -0.6002 -1.4505  0.220
18 H 3.7687 -0.1222 0.3156  0.198
19 H 2.4810 1.3230 -2.0802  0.227
20 H -3.0215 -2.5930 0.5891  0.286
21 H -1.9446 -2.6852 -0.8072  0.274
22 H -3.7877 -2.3756 -0.9828  0.309
23 H 2.5143 2.2488 0.9139  0.246
24 H 1.2639 2.4978 -0.4019  0.231

Its expectation value of S² is 2.01. The spin multiplicity is 3. The value obtained for the lowest unoccupied orbital energy (spin up / spin down) is -5.701 / -7.406 eV. The HOMO-LUMO gap (spin up / spin down) is 7.50 / 6.13 eV. Its net charge is +1.